(1)
An isolated molecule of C4H6N2 at a distorted geometry. Source: the Open Molecules 2025 dataset; level of theory: ωB97M-V with the def2-TZVPD basis set.

Each line ends with the Löwdin charge.
Element x y z (Å)
H -1.5051 -1.1649 -1.8041  0.0538
N -1.7395 -1.3723 -0.8277  0.1446
C -0.8666 -0.6172 -0.3168  -0.3381
C 0.3460 0.2472 -0.9239  -0.0549
C 0.6967 0.4974 0.5393  -0.2617
N -0.3898 1.1506 1.2266  0.0643
C -0.4584 -0.2985 1.0709  -0.1941
H 1.0793 -0.3692 -1.4672  0.1091
H 0.1771 1.1628 -1.5190  0.1053
H 1.6896 0.5593 0.9628  0.1318
H -1.0221 1.6416 0.5953  0.1038
H -0.5528 -0.9246 1.9497  0.1360

The total charge is 0. The calculation puts the total energy at -265.43707 Eh. The HOMO-LUMO gap comes out at 10.8 eV. Its spin multiplicity is 1. For the HOMO energy, the calculation gives -0.3591 Eh.

***

(2)
An isolated molecule of C4H6N2O at a distorted geometry. Source: the Open Molecules 2025 dataset; level of theory: ωB97M-V with the def2-TZVPD basis set.

Each line ends with the Löwdin charge.
Element x y z (Å)
H -1.7408 1.8319 0.5424  0.0726
N -1.2709 0.9330 0.5934  0.1098
C -1.4996 0.2186 -0.4246  -0.3246
O -0.7986 -0.8945 -0.7032  -0.0728
C 0.2958 -1.2330 0.1499  -0.1552
C 1.2583 -0.0584 0.4981  -0.1464
C 0.9654 1.0253 -0.4324  -0.2708
N 0.7524 1.5729 -1.4291  0.1647
H -2.2253 0.3956 -1.2220  0.1403
H 0.8494 -1.9788 -0.4226  0.1257
H -0.1080 -1.6904 1.0557  0.1247
H 1.2340 0.1829 1.5648  0.1159
H 2.2879 -0.3052 0.2294  0.1163

The total charge is 0. The calculation puts the total energy at -340.71993 Eh. The HOMO-LUMO gap comes out at 10.8 eV. Its spin multiplicity is 1. For the HOMO energy, the calculation gives -0.3643 Eh.